(1)
Molecular formula: C6H8N2O2S
Method: DFT, ωB97M-V with the def2-TZVPD basis set

ΔE to the lowest compared entry with this formula, charge and spin   2.6091 eV
Total energy   -891.54460 a.u.
Total charge   0
Orbital gap   0.370 Ha

The geometry in XYZ format:
```
19
Properties=species:S:1:pos:R:3:forces:R:3:mulliken_charge:R:1
C 0.605798 1.095624 -0.584915 0.479 -0.141 0.545 -0.248
C 1.084095 -0.923842 0.474555 -1.628 0.210 -0.929 -0.447
C 1.891622 1.521413 -0.180544 -0.949 0.693 0.453 -0.373
C 2.281167 -0.411027 0.885464 0.670 -1.865 0.602 -0.368
C 0.160682 -0.193017 -0.278762 1.113 0.906 -0.052 0.220
C -1.220132 -0.618437 -0.769131 0.142 0.170 -1.250 -0.121
N 2.702308 0.762445 0.543529 0.824 1.438 -0.121 -0.593
N -1.563204 -2.013172 -0.507968 2.051 0.235 -3.111 -0.583
O -1.714189 0.898251 1.398913 -3.747 -1.712 -0.306 -0.471
O -2.620056 1.602421 -0.972357 -0.425 -0.664 1.119 -0.531
S -2.625207 0.487422 0.003967 2.937 0.879 -0.204 0.555
H -0.170059 1.688321 -1.008455 0.160 1.104 -0.757 0.509
H 0.844034 -1.904628 0.694809 -0.366 -1.920 0.791 0.395
H 2.272882 2.552976 -0.226710 -0.575 -0.415 -0.751 0.373
H 2.951872 -1.039648 1.510228 -0.471 0.492 -0.463 0.329
H -1.328483 -0.318748 -1.878652 0.142 -0.560 1.674 0.372
H -1.887083 -1.944702 0.400244 -0.303 -1.375 2.496 0.294
H -0.708802 -2.639352 -0.720824 -2.128 1.232 1.118 0.306
H -0.957248 1.397692 1.216607 2.075 1.295 -0.855 0.381
```
Positions in Å, forces in eV/Å.

---

(2)
Molecular formula: C38H34N9O8S2Y
Method: DFT, ωB97M-V with the def2-TZVPD basis set

ΔE to the lowest compared entry with this formula, charge and spin   0.0000 eV
Total energy   -3398.29075 a.u.
Total charge   -2
Orbital gap   0.246 Ha

The geometry in XYZ format:
```
92
Properties=species:S:1:pos:R:3:forces:R:3:mulliken_charge:R:1
Y 0.259757 -0.663716 0.487038 -0.221 -0.129 0.041 0.347
C -0.501301 5.725419 2.290026 -0.008 -0.001 0.008 -1.618
C -0.862583 4.266577 2.356663 0.004 -0.007 0.004 1.077
C -2.089760 3.795697 1.884493 0.001 -0.017 -0.003 -1.055
C -2.369366 2.446839 1.818869 -0.016 0.040 0.014 0.189
C -1.436843 1.468822 2.207750 0.145 -0.028 0.029 -0.479
N -1.602624 0.119971 1.925200 -0.063 0.050 0.009 0.586
C -2.807153 -0.412536 2.313879 0.008 0.037 -0.001 0.116
C -3.417840 0.016905 3.513862 -0.016 -0.009 -0.002 -0.610
C -4.623340 -0.467044 3.973513 0.003 0.001 0.008 -1.107
C -5.324039 -1.425529 3.250273 -0.001 -0.010 -0.005 0.335
C -6.639757 -1.980937 3.727822 0.000 0.014 -0.007 -1.632
C -4.751143 -1.860425 2.066535 0.012 0.010 -0.002 -0.519
C -3.516177 -1.407199 1.604257 0.014 -0.033 -0.032 0.758
N -3.056663 -1.952888 0.368422 -0.065 0.101 -0.030 0.041
C -3.554843 -3.064240 -0.223117 0.005 -0.030 0.052 -0.127
C -3.115379 -3.092159 -1.515530 0.000 0.025 -0.058 -1.263
C -2.317023 -1.949349 -1.629430 0.041 0.017 -0.008 0.085
N -2.276876 -1.259017 -0.500335 0.071 -0.144 0.125 -0.063
C -0.270852 1.970919 2.807108 -0.030 -0.036 -0.012 -0.136
C 0.030768 3.327358 2.840663 -0.011 0.050 -0.002 -0.832
N 0.593246 1.079863 3.498701 0.049 0.037 -0.051 0.453
C 1.064951 1.243783 4.752731 -0.106 -0.034 0.061 -0.172
C 1.769849 0.108360 5.071874 0.110 0.025 -0.056 -1.408
C 1.689206 -0.688531 3.919547 -0.112 -0.041 0.075 -0.438
N 0.968165 -0.094557 2.980376 0.122 -0.096 -0.120 0.384
H -1.395443 6.348649 2.241626 0.003 0.002 0.006 0.396
H 0.097515 5.938535 1.400776 -0.004 -0.002 -0.005 0.263
H 0.082332 6.034103 3.159221 0.004 -0.001 -0.005 0.389
H -2.822783 4.505597 1.515254 -0.001 -0.001 -0.001 0.261
H -3.311774 2.108059 1.405717 0.001 0.007 0.000 0.639
H -2.887896 0.759717 4.097274 0.002 -0.003 0.001 0.406
H -5.026340 -0.092026 4.909189 0.001 0.000 -0.001 0.344
H -7.166461 -1.257864 4.353211 -0.003 -0.002 -0.002 0.383
H -6.504751 -2.889848 4.321169 0.006 -0.001 0.000 0.284
H -7.290349 -2.233660 2.888282 -0.002 -0.004 0.003 0.357
H -5.308647 -2.556504 1.453980 -0.007 -0.003 0.017 0.399
H -4.134289 -3.779353 0.330989 0.003 -0.003 -0.011 0.437
H -3.233643 -3.884020 -2.231949 -0.016 0.008 -0.002 0.394
H -1.705882 -1.647413 -2.462939 0.006 -0.001 0.011 0.105
H 0.990365 3.637596 3.241285 0.000 -0.008 0.001 0.416
H 0.835693 2.132305 5.315027 -0.016 0.001 -0.011 0.466
H 2.277788 -0.110017 5.994699 0.013 0.006 -0.008 0.401
H 2.113438 -1.659654 3.736182 -0.004 -0.001 0.008 0.564
O 4.087552 1.706776 0.481822 0.059 0.024 -0.109 -0.812
C 3.219437 0.827713 0.440508 -0.098 -0.054 0.099 -0.434
N 1.937030 0.977822 0.097274 0.002 -0.118 0.118 1.566
C 1.684325 2.321992 -0.369053 -0.078 0.045 -0.052 -2.285
C 0.267553 2.538009 -0.797237 -0.054 -0.034 0.032 0.846
C -0.080569 3.762851 -1.376548 -0.004 0.014 0.009 -1.519
C -1.365064 3.961625 -1.822187 -0.004 -0.011 -0.020 -1.106
C -2.286017 2.927357 -1.679474 0.004 -0.002 0.020 -1.044
C -1.874359 1.761884 -1.071100 -0.013 0.020 -0.011 -1.112
N -0.622693 1.559119 -0.632757 0.111 -0.016 -0.013 3.286
C 3.624821 -0.576221 0.831049 -0.045 0.095 -0.113 0.174
C 4.972428 -0.896473 0.869990 0.007 -0.144 0.177 -0.804
C 5.333604 -2.163478 1.301968 0.083 0.135 -0.078 -0.421
C 4.344357 -3.046681 1.692552 -0.130 -0.038 0.061 -1.306
C 3.018908 -2.651717 1.590712 0.042 -0.086 -0.007 -0.638
N 2.663924 -1.448647 1.144359 -0.097 0.097 -0.180 0.943
H 1.932709 3.074985 0.392339 0.016 -0.021 0.032 0.739
H 2.325974 2.560801 -1.227490 0.018 0.049 0.061 0.853
H 0.686332 4.515643 -1.509898 0.002 0.002 0.006 0.660
H -1.643346 4.893834 -2.298552 0.003 0.002 0.005 0.409
H -3.308226 3.025705 -2.020817 0.001 -0.005 0.001 0.480
H -2.559354 0.942197 -0.903578 0.009 -0.007 -0.017 0.063
H 5.687393 -0.140311 0.580910 -0.004 0.010 0.018 0.561
H 6.377391 -2.453496 1.337060 0.000 0.001 0.004 0.400
H 4.572820 -4.042394 2.047440 0.020 0.000 -0.017 0.412
H 2.212577 -3.319441 1.856792 0.000 0.012 -0.029 0.971
O 1.683812 -4.232389 -0.185760 -0.117 -0.010 -0.015 -0.706
S 0.406498 -3.545575 -0.316901 0.448 -0.430 0.016 1.024
O -0.618683 -4.380640 -0.907854 -0.128 0.141 0.012 -0.662
O -0.033131 -2.979187 1.024647 0.010 0.453 0.013 -0.661
O 0.606327 -2.262324 -1.123999 -0.039 0.179 0.038 -0.619
N 0.614015 -0.044289 -2.800360 -0.043 0.000 0.005 -0.155
C 1.402212 0.939077 -3.400281 0.011 -0.057 -0.036 0.146
C 0.785336 2.017171 -4.036363 0.021 0.038 -0.030 -0.426
C 1.537228 3.052098 -4.565681 -0.009 -0.014 -0.005 -0.877
C 2.922708 3.032524 -4.484208 0.014 -0.028 0.021 -0.025
C 3.541513 1.961304 -3.852756 -0.018 0.036 -0.023 -0.623
C 2.793890 0.921743 -3.313241 -0.010 -0.010 -0.004 -0.303
S 3.863278 4.357970 -5.243910 -0.003 -0.029 -0.003 1.315
O 5.215144 4.209177 -4.722756 0.013 0.002 0.010 -0.738
O 3.182961 5.577368 -4.818021 -0.020 0.019 0.019 -0.724
O 3.748187 4.102839 -6.676475 -0.002 0.013 -0.029 -0.721
H -0.343680 -0.031003 -3.112449 0.005 -0.091 -0.022 0.154
H 0.978219 -0.980120 -2.685821 0.094 0.023 -0.003 0.264
H -0.299217 2.042298 -4.096206 -0.008 0.011 0.004 0.382
H 1.054784 3.893980 -5.047486 -0.003 -0.004 0.000 0.377
H 4.620911 1.965217 -3.774971 0.001 -0.009 0.004 0.471
H 3.280523 0.102219 -2.795219 0.012 0.011 -0.003 0.407
```
Positions in Å, forces in eV/Å.

---

Question: Which of these has the lowest orbital gap?
Answer: C38H34N9O8S2Y

---

Question: Which of these has the lowest total charge?
Answer: C38H34N9O8S2Y

---

Question: The lowest total energy belongs to which entry?
Answer: C38H34N9O8S2Y